94
Properties=species:S:1:pos:R:3 method="wB97M-V/def2-TZVPD" multiplicity=5 homo_energy_ev="-17.2292 / -17.3680" charge=+4 gap_ev="8.6 / 5.3" total_energy_ha=-4777.15454
Pd 7.40 -21.73 -2.41
C 3.66 -17.23 -2.60
N 4.80 -18.19 -2.80
C 5.21 -19.15 -2.01
N 6.23 -19.81 -2.56
C 6.45 -19.12 -3.73
N 5.64 -18.16 -3.87
C 4.06 -15.87 -3.04
C 2.96 -14.93 -3.21
C 3.21 -13.63 -3.38
C 4.47 -13.22 -3.72
C 5.53 -14.14 -3.65
C 5.35 -15.42 -3.22
C 6.89 -13.64 -3.95
N 7.36 -12.53 -4.58
N 8.68 -12.85 -4.89
C 9.01 -14.01 -4.31
O 7.91 -14.45 -3.69
C 10.26 -14.74 -4.14
C 11.40 -14.23 -4.84
C 12.52 -15.04 -4.79
C 12.56 -16.17 -4.13
C 11.45 -16.62 -3.32
C 11.62 -17.93 -2.48
N 10.67 -18.94 -2.73
C 9.78 -19.58 -1.97
N 9.17 -20.60 -2.65
C 9.69 -20.40 -3.88
N 10.63 -19.52 -4.06
C 10.41 -15.84 -3.25
H 3.52 -17.22 -1.51
H 2.81 -17.55 -3.29
H 4.68 -19.36 -1.11
H 7.29 -19.24 -4.40
H 1.94 -15.18 -3.28
H 2.57 -12.76 -3.35
H 4.70 -12.16 -3.82
H 6.07 -16.19 -3.27
H 11.28 -13.11 -5.15
H 13.40 -14.66 -5.29
H 13.45 -16.73 -4.14
H 11.57 -17.65 -1.39
H 12.70 -18.32 -2.67
H 9.63 -19.31 -0.92
H 9.30 -21.02 -4.66
H 9.42 -16.07 -2.77
O 7.66 -22.20 -4.51
As 6.50 -23.40 -4.71
C 7.10 -24.98 -5.52
C 7.98 -25.02 -6.62
C 8.23 -26.21 -7.22
C 7.68 -27.39 -6.77
C 6.86 -27.35 -5.63
C 6.53 -26.20 -5.00
C 4.99 -22.58 -5.70
C 5.13 -21.29 -6.10
C 4.22 -20.81 -7.06
C 3.22 -21.60 -7.53
C 3.09 -22.93 -7.15
C 4.01 -23.48 -6.28
C 6.02 -23.69 -2.88
C 4.71 -23.90 -2.35
C 4.58 -24.56 -1.11
C 5.70 -24.85 -0.40
C 7.01 -24.56 -0.84
C 7.16 -24.11 -2.11
H 8.54 -24.21 -7.10
H 8.96 -26.28 -7.98
H 7.91 -28.34 -7.17
H 6.24 -28.18 -5.32
H 5.72 -26.19 -4.28
H 5.93 -20.69 -5.69
H 4.32 -19.76 -7.43
H 2.52 -21.11 -8.23
H 2.27 -23.47 -7.52
H 4.09 -24.61 -5.97
H 3.82 -23.47 -2.83
H 3.61 -24.76 -0.64
H 5.48 -25.14 0.64
H 7.84 -24.78 -0.22
H 8.15 -24.12 -2.60
C 4.03 -28.10 -13.23
Sb 4.79 -26.48 -12.05
C 3.47 -24.76 -12.30
C 6.69 -26.34 -12.86
H 4.48 -29.11 -13.01
H 4.21 -27.78 -14.36
H 2.96 -28.13 -12.98
H 2.73 -25.12 -13.04
H 4.03 -23.86 -12.48
H 2.97 -24.61 -11.30
H 7.24 -25.53 -12.49
H 6.53 -26.30 -13.90
H 7.30 -27.27 -12.69